Molecular formula: C22H31NPPtSe2Te2
Method: DFT, ωB97M-V/def2-TZVPD

Calculated values
gap between HOMO and LUMO (spin up / spin down)	6.64 / 5.46	eV
⟨S²⟩	6.060
HOMO level (spin up / spin down)	-0.3698 / -0.3934	Eh
E_LUMO (spin up / spin down)	-3.4 / -5.2	eV
DFT total energy	-182617.578	eV
charge	+1
2S+1	5

Positions of all 60 atoms, in Å:
C  0.9989  0.0412  0.3003
C  2.3851  -0.1742  0.5374
H  0.2622  3.2756  -1.0580
P  -1.4160  1.3527  0.5487
H  1.4945  -5.9219  -3.6217
H  1.3488  -5.2122  -0.6007
H  4.1966  3.0717  2.2361
C  1.3435  -4.2532  -1.1129
H  -3.7573  3.1394  0.6156
H  0.6346  2.9210  2.0793
H  1.5295  -0.5686  -4.1705
H  2.2168  -2.8474  -4.0505
C  1.3489  -1.7920  -2.4085
H  2.8685  -1.0356  0.0907
H  3.5398  2.3202  3.6815
C  0.8448  -3.1419  -0.4449
H  -1.0001  4.3895  -1.5932
N  0.2674  -0.7722  -0.4818
Pt  -1.6761  -0.2858  -1.0973
C  2.3242  -5.4037  -3.1343
Te  -5.2485  -0.6668  -0.4254
H  -3.3108  4.3303  -0.6094
H  -0.6336  -2.7801  1.0907
C  -3.1428  3.3041  -0.2738
C  -1.8667  -0.1633  2.8086
C  -0.8079  3.3697  -1.2514
C  0.3509  -3.2356  0.9791
C  3.0890  0.7075  1.3154
H  2.7055  3.6965  2.9562
C  1.1058  2.0421  1.6525
C  3.2668  2.7905  2.7331
H  -1.0721  2.6919  -2.0652
Se  -3.2738  -2.0751  -0.2324
H  4.1467  0.5383  1.4885
H  -3.4936  2.6298  -1.0611
H  3.0505  -5.1486  -3.9058
Te  -5.0435  0.2320  -3.0057
C  1.3725  -0.4500  -3.0994
H  -1.3217  3.7286  0.8067
C  2.4732  1.8376  1.8856
H  -3.3413  1.0636  1.8401
H  -0.8291  -0.1018  3.1504
C  0.3596  1.1668  0.8931
C  -2.2934  1.1482  2.1420
H  -1.9608  -1.0155  2.1358
C  1.8341  -4.1725  -2.4127
C  -2.1428  2.3343  3.0939
H  1.0197  -2.7150  1.6712
H  2.1792  0.1791  -2.7125
C  0.8489  -1.9224  -1.1196
C  1.8357  -2.9331  -3.0363
Se  -2.6474  0.1628  -3.3922
H  0.2851  -4.2742  1.2993
H  -2.4234  3.2848  2.6370
H  -2.4942  -0.3539  3.6822
H  2.7890  -6.1073  -2.4438
C  -1.6507  3.0793  -0.0086
H  -1.1201  2.4130  3.4697
H  -2.7918  2.1814  3.9588
H  0.4428  0.1004  -2.9500